{"formula": "C7H16HgNO", "method": "ωB97M-V/def2-TZVPD", "gap_ev": [2.4251, 2.4132], "spin_multiplicity": 2, "total_energy_ev": -15222.6248, "total_charge": -2, "symbols": ["Hg", "C", "C", "C", "O", "H", "H", "H", "H", "H", "H", "H", "C", "C", "C", "C", "N", "H", "H", "H", "H", "H", "H", "H", "H", "H"], "coordinates": [[0.889617, -0.469797, -1.295134], [2.401492, 2.006676, 2.426050], [3.720292, 1.566398, 2.908698], [4.520790, 2.131486, 3.968629], [4.240757, 0.453788, 2.331456], [1.755119, 1.103761, 2.450971], [2.584965, 2.318778, 1.365852], [2.080453, 2.964898, 2.904518], [3.855074, -0.145791, 1.627795], [4.932469, 1.268505, 4.548133], [3.853397, 2.698675, 4.618094], [5.329995, 2.841609, 3.647820], [-2.823769, -0.281314, -1.128644], [-2.430695, -1.332098, -2.088088], [-3.404647, -2.568921, -2.171078], [-2.624755, -0.969253, -3.529806], [-1.128579, -1.913749, -1.739568], [-3.847988, -0.049801, -1.305234], [-2.269219, 0.653273, -1.232021], [-2.683236, -0.767060, -0.162499], [-4.380658, -2.403278, -2.668718], [-3.699698, -3.019139, -1.201037], [-2.926542, -3.418997, -2.637941], [-3.622560, -0.518952, -3.722333], [-2.472583, -1.898616, -4.076048], [-1.849493, -0.251083, -3.839868]], "atomic_forces_ev_per_a": [[-1.1, -0.8, -0.1], [0.7, 0.8, -0.9], [-1.0, -0.7, -1.1], [0.6, 0.0, 0.8], [1.4, -1.6, -0.3], [-0.4, 1.0, -0.2], [-0.7, -0.5, 0.3], [-0.2, -1.1, 0.1], [-0.5, 1.8, 0.9], [0.2, 0.8, -0.2], [0.1, 0.1, 0.2], [-0.2, -0.6, 0.2], [-0.4, 0.1, 0.6], [1.9, -3.2, -0.3], [-1.4, -0.8, 2.2], [1.0, 1.7, -1.3], [0.4, 1.3, -0.4], [-1.5, 0.5, 0.2], [0.4, -0.3, 0.1], [0.0, 0.6, 0.2], [0.1, 0.3, -0.2], [0.3, 0.5, 0.2], [0.5, 0.2, -0.5], [0.2, -0.3, -0.1], [-0.1, 0.3, -0.5], [-0.1, 0.0, -0.1]]}